ORCA calculation (ωB97M-V/def2-TZVPD) on a single C8H8P4 molecule in a non-equilibrium geometry.

Last columns: bonded neighbours and bond lengths (Å).
Geometry (Å):
1 C 2.153 3.026 -0.535  C2 1.397, C3 1.367, H13 1.107
2 C 2.224 2.004 0.414  C1 1.397, C4 1.445, H14 1.126
3 C 1.320 3.030 -1.619  C1 1.367, C5 1.363, H15 1.050
4 C 1.234 0.952 0.378  C2 1.445, C6 1.433, H16 1.146
5 C 0.592 1.886 -1.745  C3 1.363, C6 1.362, H17 1.146
6 C 0.437 0.904 -0.813  C4 1.433, C5 1.362, P12 1.850
7 C -2.062 -2.278 0.653  P9 1.667, P11 1.903, H18 1.079
8 C -2.036 -4.809 1.320  P10 1.564, P11 1.700
9 P -0.940 -1.116 1.064  C7 1.667, P12 2.147
10 P -1.687 -6.209 0.717  C8 1.564
11 P -2.716 -3.421 2.027  C7 1.903, C8 1.700, H19 1.509
12 P -0.718 -0.530 -0.990  C6 1.850, P9 2.147, H20 1.447
13 H 2.777 3.908 -0.294  C1 1.107
14 H 3.074 1.931 1.149  C2 1.126
15 H 1.221 3.917 -2.172  C3 1.050
16 H 1.014 0.151 1.167  C4 1.146
17 H -0.046 1.668 -2.672  C5 1.146
18 H -2.312 -2.471 -0.379  C7 1.079
19 H -1.672 -2.813 2.930  P11 1.509
20 H -1.859 0.270 -0.600  P12 1.447

Results
Orbital gap (spin up / spin down) ... 5.995 / 6.224 eV
Calculated total energy ... -1674.7986 Eh
Multiplicity ... 3
LUMO level (spin up / spin down) ... -0.40 / -2.57 eV

The molecule's Mulliken atomic charges, reported in e, are given here:
1. C -0.1510
2. C -0.6330
3. C -0.7656
4. C -0.1811
5. C -0.0757
6. C 0.5388
7. C -0.4406
8. C 0.3424
9. P -0.0288
10. P -0.2016
11. P -0.1228
12. P -0.2032
13. H 0.2791
14. H 0.3092
15. H 0.4307
16. H 0.0965
17. H 0.2001
18. H 0.4325
19. H 0.0604
20. H 0.1137